[1]
Below is C39H38F10FeN8OPS2 as an isolated structure, with properties calculated with the ωB97M-V functional and the def2-TZVPD basis.

Geometry as ORCA input:
```
! wB97M-V def2-TZVPD RIJCOSX def2/J DEFGRID3
* xyz -1 5
Fe 0.132 -1.185 0.539
C 0.624 -4.685 0.696
N 1.174 -3.331 0.658
C 2.344 -3.329 -0.242
C 2.743 -1.925 -0.748
N 2.424 -0.939 0.285
C 3.469 -0.388 0.928
C 4.751 -0.120 0.369
F 4.942 -0.224 -0.970
C 5.833 0.353 1.085
F 7.007 0.551 0.456
C 5.727 0.659 2.426
F 6.786 1.101 3.134
C 4.482 0.516 3.004
F 4.304 0.880 4.288
C 3.410 0.020 2.289
F 2.233 -0.018 2.951
C 1.582 -2.998 2.056
C 0.454 -2.525 2.980
N -0.209 -1.282 2.489
C -0.888 -0.517 3.377
C -2.172 0.014 3.086
F -2.883 -0.463 2.061
C -2.811 0.948 3.878
F -4.014 1.429 3.506
C -2.257 1.366 5.074
F -2.858 2.307 5.832
C -1.082 0.769 5.474
F -0.532 1.114 6.654
C -0.435 -0.151 4.663
F 0.725 -0.632 5.156
H 1.402 -5.393 1.020
H 0.273 -4.977 -0.294
H -0.217 -4.735 1.382
H 2.096 -3.947 -1.107
H 3.189 -3.801 0.285
H 2.182 -1.699 -1.653
H 3.797 -1.977 -1.008
H 2.333 -2.223 2.028
H 2.051 -3.880 2.520
H 0.916 -2.411 3.960
H -0.310 -3.307 3.077
C 0.143 -0.318 -3.638
C -0.404 -0.198 -2.248
N -0.088 -1.253 -1.369
N -0.536 -2.445 -2.002
C -1.348 -3.106 -1.271
S -1.829 -2.612 0.329
S -2.095 -4.556 -2.018
C -3.536 -3.687 -2.722
C -3.305 -3.111 -4.093
C -2.982 -3.925 -5.177
C -2.806 -3.384 -6.440
C -2.950 -2.014 -6.640
C -3.263 -1.196 -5.565
C -3.436 -1.743 -4.298
C -1.505 0.677 -1.974
C -2.231 1.319 -2.993
C -3.348 2.099 -2.716
C -3.756 2.274 -1.398
C -3.013 1.709 -0.361
C -1.881 0.931 -0.622
O -1.083 0.578 0.355
H 1.114 -0.813 -3.611
H -0.508 -0.920 -4.284
H 0.259 0.669 -4.093
H -4.344 -4.419 -2.732
H -3.789 -2.898 -2.014
H -2.857 -4.990 -5.019
H -2.558 -4.030 -7.274
H -2.816 -1.591 -7.628
H -3.377 -0.128 -5.708
H -3.668 -1.098 -3.459
H -1.936 1.159 -4.024
H -3.913 2.543 -3.527
H -4.641 2.857 -1.172
H -3.307 1.862 0.673
C 1.244 4.658 2.324
N -0.138 4.124 1.959
C -0.497 4.620 0.553
N 0.519 4.306 -0.381
C 1.803 4.836 0.046
N 2.206 4.308 1.342
C 2.407 2.830 1.283
P 0.892 1.743 0.783
C -0.176 2.622 2.029
C 0.576 2.863 -0.687
H 1.501 4.226 3.291
H 1.146 5.742 2.408
H -0.824 4.494 2.616
H -0.621 5.701 0.642
H -1.439 4.143 0.278
H 1.741 5.927 0.106
H 2.556 4.565 -0.692
H 2.760 2.526 2.272
H 3.221 2.630 0.582
H 0.159 2.324 3.027
H -1.209 2.305 1.899
H -0.347 2.600 -1.197
H 1.393 2.695 -1.392
*
```

Properties
<S²>	6.4732
LUMO level (alpha / beta)	1.5 / 1.5	eV
gap between HOMO and LUMO (alpha / beta)	0.1813 / 0.2040	Eh
HOMO energy (alpha / beta)	-3.4261 / -4.0427	eV

Here are the Mulliken charges for atoms 1 to 5, given in e:
1 Fe 0.25
2 C -1.57
3 N 1.01
4 C -1.15
5 C -0.67


[2]
Below is C39H38HfN8OS4 as an isolated structure, with properties calculated with the ωB97M-V functional and the def2-TZVPD basis.

Geometry as ORCA input:
```
! wB97M-V def2-TZVPD RIJCOSX def2/J DEFGRID3
* xyz -2 1
Hf -0.487 0.521 0.870
N -0.269 4.677 2.573
C -0.605 3.554 1.801
S -1.445 2.256 2.627
N -0.230 3.561 0.573
N -0.564 2.376 -0.108
C -1.042 2.556 -1.409
C -1.002 3.858 -2.093
C -2.104 4.348 -2.797
C -2.048 5.554 -3.487
C -0.891 6.320 -3.471
C 0.208 5.860 -2.750
C 0.152 4.653 -2.072
C -1.639 1.449 -1.926
C -1.954 1.259 -3.329
C -2.537 0.122 -3.755
C -2.853 -0.905 -2.792
C -2.443 -0.728 -1.513
N -1.785 0.366 -1.027
H -0.114 4.431 3.539
H 0.526 5.156 2.174
H -3.021 3.771 -2.788
H -2.923 5.901 -4.025
H -0.847 7.266 -3.997
H 1.120 6.446 -2.716
H 1.008 4.305 -1.509
H -1.694 2.045 -4.026
H -2.758 -0.018 -4.808
H -3.361 -1.818 -3.072
H -2.668 -1.490 -0.775
S 2.085 1.890 2.182
C 2.349 1.072 3.718
C 3.425 1.603 4.515
N 4.300 2.049 5.120
C 1.592 0.041 4.189
S 0.220 -0.712 3.483
C 1.980 -0.515 5.483
N 2.267 -0.969 6.501
C -4.592 -2.624 4.247
C -3.073 -2.553 4.243
N -2.489 -3.139 3.044
C -2.158 -4.557 3.125
C -0.743 -4.785 3.635
C -2.161 -2.403 1.965
S -2.653 -0.765 1.890
N -1.533 -3.109 0.996
C -0.724 -2.568 0.119
O -0.156 -1.451 0.227
C -0.379 -3.396 -1.095
C 0.204 -2.777 -2.189
C 0.494 -3.509 -3.333
C 0.200 -4.865 -3.381
C -0.396 -5.484 -2.290
C -0.693 -4.746 -1.152
H -4.989 -2.207 5.175
H -4.944 -3.656 4.159
H -4.995 -2.048 3.412
H -2.658 -3.097 5.095
H -2.735 -1.523 4.321
H -2.281 -5.002 2.140
H -2.891 -5.016 3.794
H -0.024 -4.337 2.949
H -0.531 -5.854 3.721
H -0.597 -4.326 4.615
H 0.391 -1.713 -2.158
H 0.936 -3.011 -4.187
H 0.426 -5.437 -4.273
H -0.634 -6.541 -2.325
H -1.166 -5.206 -0.294
C 3.106 -1.122 -0.403
C 3.075 0.359 0.020
C 4.421 0.632 0.706
C 1.882 0.494 1.012
C 2.893 1.190 -1.257
C 1.738 1.038 -2.029
C 1.557 1.707 -3.227
C 2.538 2.572 -3.697
C 3.693 2.745 -2.950
C 3.869 2.057 -1.750
H 3.435 -1.736 0.439
H 3.793 -1.275 -1.241
H 2.117 -1.466 -0.692
H 4.452 0.087 1.653
H 4.580 1.684 0.935
H 5.249 0.276 0.085
H 1.995 -0.377 1.660
H 0.945 0.386 -1.686
H 0.629 1.572 -3.773
H 2.388 3.121 -4.619
H 4.464 3.428 -3.290
H 4.778 2.221 -1.191
*
```

Properties
LUMO level	4.1	eV
gap between HOMO and LUMO	0.1697	Eh
HOMO energy	-0.5036	eV

Here are the Mulliken charges for atoms 1 to 5, given in e:
1 Hf -0.07
2 N -0.58
3 C 0.12
4 S -0.43
5 N -0.91


Maximum force
In order: 2.63; 1.20
Unit: eV Å⁻¹
Energy relative to the best compared isomer or geometry (same formula, charge and spin)
In order: 69.7; 0.0
Unit: kcal/mol